{
  "formula": "C4H8O2",
  "method": "wB97M-V/def2-TZVPD",
  "max_force_ev_per_a": 0.54,
  "de_lowest_kcal_mol": 66.14,
  "species": ["C", "C", "O", "C", "O", "C", "H", "H", "H", "H", "H", "H", "H", "H"],
  "positions_angstrom": [[2.43216, -0.56706, 0.43312], [1.16297, -0.14740, -0.27416], [0.15697, -1.14397, 0.04204], [-1.13225, -0.88658, 0.06756], [-1.32179, 0.38278, -0.29475], [-2.66948, 0.82544, -0.15325], [2.30010, -0.51034, 1.51757], [2.69574, -1.59599, 0.17384], [3.25952, 0.09195, 0.15102], [0.82335, 0.83779, 0.05043], [1.28507, -0.13071, -1.36199], [-3.36393, 0.04248, -0.46503], [-2.77452, 1.71396, -0.77805], [-2.85391, 1.08766, 0.89167]],
  "mulliken_charge": [-1.11, -0.10, -0.01, -0.36, -0.14, -0.56, 0.30, 0.30, 0.36, 0.27, 0.25, 0.30, 0.22, 0.28]
}



{
  "formula": "C43H40BrF14IN6O12S2",
  "method": "wB97M-V/def2-TZVPD",
  "smiles": "N[C@H](CC(=O)I)[C@](S)(CCCCC(F)(F)C(F)(F)S(F)(F)(F)(F)F)O[C@@H](Br)C(F)(F)C(F)(F)F.O=[N+]([O-])c1ccccc1.O=[N+]([O-])c1ccccc1.O=[N+]([O-])c1ccccc1.O=[N+]([O-])c1ccccc1.O=[N+]([O-])c1ccccc1",
  "max_force_ev_per_a": 0.89,
  "species": ["N", "C", "C", "C", "O", "I", "C", "S", "C", "C", "C", "C", "C", "F", "F", "C", "F", "F", "S", "F", "F", "F", "F", "F", "O", "C", "Br", "C", "F", "F", "C", "F", "F", "F", "H", "H", "H", "H", "H", "H", "H", "H", "H", "H", "H", "H", "H", "H", "H", "O", "N", "O", "C", "C", "C", "C", "C", "C", "H", "H", "H", "H", "H", "O", "N", "O", "C", "C", "C", "C", "C", "C", "H", "H", "H", "H", "H", "O", "N", "O", "C", "C", "C", "C", "C", "C", "H", "H", "H", "H", "H", "O", "N", "O", "C", "C", "C", "C", "C", "C", "H", "H", "H", "H", "H", "O", "N", "O", "C", "C", "C", "C", "C", "C", "H", "H", "H", "H", "H"],
  "positions_angstrom": [[-0.25099, -0.71906, 1.06497], [-1.51421, -0.68192, 0.31587], [-2.36978, -1.92089, 0.62365], [-2.64654, -2.03484, 2.10120], [-2.32845, -2.95496, 2.78592], [-3.71178, -0.39252, 3.00800], [-1.17231, -0.52469, -1.18170], [-0.32170, -2.02408, -1.81345], [-0.13171, 0.58790, -1.40712], [-0.14747, 1.20077, -2.81442], [0.83694, 2.38397, -2.88552], [0.20287, 3.74069, -2.58667], [-0.64896, 4.27464, -3.73380], [-1.92446, 3.80232, -3.65205], [-0.15923, 3.90398, -4.94917], [-0.68487, 5.83405, -3.71314], [-0.93552, 6.22403, -2.44614], [0.53001, 6.28187, -4.05238], [-1.98102, 6.70655, -4.79715], [-3.11557, 6.18258, -3.81786], [-1.81992, 8.03022, -3.91761], [-0.87398, 7.25314, -5.79504], [-2.15455, 5.42654, -5.71309], [-3.08706, 7.44438, -5.64976], [-2.32431, -0.36504, -2.02179], [-3.42946, 0.33335, -1.59202], [-3.15054, 2.22700, -1.18095], [-4.44738, 0.23817, -2.73674], [-4.00149, 0.87379, -3.84678], [-5.61805, 0.79399, -2.35338], [-4.73561, -1.23658, -3.14636], [-5.88683, -1.30597, -3.80239], [-3.78716, -1.73806, -3.91670], [-4.83753, -2.00493, -2.04746], [0.05980, -1.66885, 1.22996], [-0.34195, -0.24213, 1.95370], [-2.04986, 0.19954, 0.67497], [-3.34614, -1.92023, 0.13109], [-1.84916, -2.84153, 0.35807], [-1.40352, -2.79427, -1.99355], [0.85542, 0.14893, -1.24661], [-0.26402, 1.36408, -0.64636], [0.16471, 0.42850, -3.52427], [-1.15325, 1.51860, -3.08768], [1.37553, 2.39459, -3.83459], [1.59808, 2.23252, -2.11243], [-0.47276, 3.64143, -1.73112], [0.97029, 4.46841, -2.32204], [-3.89179, -0.08007, -0.69674], [0.32309, -2.77586, -5.23537], [0.04987, -1.89457, -6.02275], [0.47072, -0.75712, -5.95808], [-0.86968, -2.22015, -7.12633], [-1.39044, -3.49801, -7.20563], [-2.26565, -3.79392, -8.23808], [-2.60298, -2.81844, -9.16720], [-2.06421, -1.54238, -9.06925], [-1.18895, -1.23392, -8.04045], [-1.11725, -4.24499, -6.47583], [-2.68520, -4.78731, -8.31603], [-3.28932, -3.05330, -9.96982], [-2.32691, -0.78413, -9.79373], [-0.76384, -0.24597, -7.94830], [2.30763, 2.03440, 0.23122], [2.87891, 1.34743, 1.05576], [2.76918, 1.48101, 2.25551], [3.73015, 0.25474, 0.55840], [3.86747, 0.08272, -0.80692], [4.66230, -0.95389, -1.26791], [5.30158, -1.79530, -0.36669], [5.14710, -1.60512, 1.00022], [4.35549, -0.57129, 1.47362], [3.36189, 0.74223, -1.49644], [4.77996, -1.10548, -2.33187], [5.92112, -2.60379, -0.73082], [5.64186, -2.26447, 1.69973], [4.22300, -0.41222, 2.53307], [2.44677, 10.72051, 3.03564], [1.91970, 9.64810, 2.82233], [1.91783, 8.71197, 3.59425], [1.23259, 9.46991, 1.53077], [1.24315, 10.51075, 0.62116], [0.60374, 10.33502, -0.59546], [-0.03232, 9.13427, -0.88210], [-0.03315, 8.10455, 0.04950], [0.60475, 8.26650, 1.26893], [1.74097, 11.43831, 0.85974], [0.60324, 11.13687, -1.32080], [-0.52825, 8.99848, -1.83417], [-0.53026, 7.17203, -0.17550], [0.61548, 7.47393, 2.00180], [-0.75270, -6.89687, 9.12257], [-0.71144, -5.98777, 8.31842], [0.19652, -5.18499, 8.23314], [-1.83500, -5.84708, 7.37811], [-2.91237, -6.70665, 7.48759], [-3.96825, -6.55695, 6.60305], [-3.92778, -5.56705, 5.62869], [-2.83002, -4.72169, 5.52846], [-1.77386, -4.85736, 6.41522], [-2.92689, -7.47211, 8.24859], [-4.82273, -7.21565, 6.67471], [-4.75483, -5.45709, 4.93945], [-2.78314, -3.96150, 4.76038], [-0.91330, -4.20834, 6.35390], [6.92053, -5.20692, 4.90247], [5.78293, -5.63056, 4.87279], [5.15730, -5.85483, 3.85665], [5.11222, -5.88273, 6.15952], [5.79016, -5.60297, 7.33128], [5.14556, -5.82284, 8.53808], [3.84689, -6.31431, 8.55658], [3.18941, -6.59624, 7.36693], [3.82193, -6.38011, 6.15377], [6.79831, -5.21854, 7.30039], [5.65709, -5.60431, 9.46523], [3.34101, -6.47397, 9.49924], [2.17743, -6.97477, 7.38691], [3.32115, -6.58784, 5.22036]],
  "mulliken_charge": [-0.31, -0.97, 0.03, -0.35, -0.48, -0.02, 1.43, -0.35, -2.10, 0.52, -0.59, -1.28, 1.24, -0.25, -0.37, 0.36, -0.24, -0.29, 1.41, -0.28, -0.29, -0.31, -0.31, -0.30, -0.16, -0.27, 0.00, 0.75, -0.23, -0.32, 0.61, -0.27, -0.17, -0.30, 0.29, 0.30, 0.81, 0.04, 0.53, 0.16, 0.49, 0.29, 0.00, 0.02, 0.52, -0.14, 0.17, 0.61, 0.29, -0.60, 1.14, -0.63, 0.13, -0.33, -0.48, -0.44, -0.48, -0.39, 0.46, 0.39, 0.38, 0.38, 0.48, -0.61, 1.14, -0.64, 0.25, -0.01, -0.67, -0.49, -0.46, -0.63, 0.37, 0.42, 0.40, 0.46, 0.50, -0.61, 1.02, -0.61, 0.06, -0.37, -0.52, -0.28, -0.36, -0.50, 0.46, 0.39, 0.40, 0.45, 0.46, -0.61, 1.04, -0.60, 0.08, -0.45, -0.40, -0.52, -0.25, -0.44, 0.46, 0.38, 0.40, 0.50, 0.46, -0.61, 1.04, -0.62, 0.17, -0.42, -0.32, -0.55, -0.28, -0.43, 0.45, 0.37, 0.40, 0.37, 0.44]
}



{
  "formula": "C26H38N2O7Sb2Zr",
  "method": "wB97M-V/def2-TZVPD",
  "max_force_ev_per_a": 0.47,
  "species": ["Zr", "N", "C", "C", "O", "N", "C", "C", "O", "O", "H", "H", "H", "H", "H", "H", "C", "Sb", "C", "C", "C", "C", "C", "C", "C", "C", "C", "Sb", "C", "C", "H", "H", "H", "H", "H", "H", "H", "H", "H", "H", "H", "H", "H", "H", "H", "H", "H", "H", "H", "H", "C", "O", "C", "C", "C", "C", "C", "C", "O", "C", "O", "C", "H", "H", "H", "H", "H", "H", "H", "H", "H", "C", "O", "H", "H", "H"],
  "positions_angstrom": [[0.48057, 0.09650, -0.05144], [0.31700, 0.95027, 2.18991], [1.69096, 1.31388, 2.60148], [2.29356, 2.12163, 1.45428], [2.78562, 3.21760, 1.67965], [2.13244, 1.50417, 0.25876], [2.34664, 2.35124, -0.90885], [1.05872, 2.42060, -1.72804], [1.01775, 2.96101, -2.80809], [0.02500, 1.81343, -1.16103], [-0.28353, 1.77027, 2.20466], [-0.09560, 0.26111, 2.80897], [2.25406, 0.39117, 2.73348], [1.71777, 1.90176, 3.51635], [3.13566, 1.96919, -1.55926], [2.63011, 3.36124, -0.60846], [-4.35013, -0.14262, 0.30348], [-2.97135, 1.50564, 0.25134], [-4.41178, 2.90381, 1.03028], [-3.22405, 2.12933, -1.82808], [-4.53082, 1.69381, -2.40850], [-5.59185, 2.60557, -2.33067], [-6.86662, 2.30015, -2.76657], [-7.11335, 1.04555, -3.30542], [-6.07386, 0.13924, -3.39745], [-4.77658, 0.42782, -2.96077], [-3.77413, -0.69554, -3.16625], [-1.74887, -0.75305, -2.39425], [-0.78288, 0.07459, -4.11254], [-1.51817, -2.84482, -2.82409], [-5.22617, 0.06788, -0.30845], [-4.65853, -0.28733, 1.33988], [-3.86046, -1.04899, -0.05100], [-5.35033, 2.83197, 0.48184], [-4.02268, 3.91885, 0.95619], [-4.59365, 2.67557, 2.08058], [-2.33924, 1.81879, -2.37916], [-3.17874, 3.21816, -1.78377], [-5.39619, 3.58864, -1.91777], [-7.65856, 3.03434, -2.69338], [-8.10217, 0.77868, -3.65510], [-6.26516, -0.83875, -3.82588], [-3.64230, -0.84577, -4.24194], [-4.22047, -1.62254, -2.79489], [-0.30314, -0.71514, -4.68850], [-0.04151, 0.79645, -3.77509], [-1.51913, 0.58154, -4.73482], [-1.81452, -3.08045, -3.84550], [-2.13047, -3.42352, -2.13116], [-0.47034, -3.10359, -2.67534], [5.07770, -4.90785, 0.99297], [3.79867, -5.52070, 1.07790], [2.71955, -4.72018, 1.10116], [1.47640, -5.39762, 1.17576], [0.33096, -4.67056, 1.20589], [0.33578, -3.25211, 1.13510], [-0.88420, -2.52127, 1.19032], [-2.16839, -3.19340, 1.59764], [-0.97223, -1.29644, 0.91352], [1.59209, -2.57066, 1.06966], [1.69618, -1.28199, 1.06652], [2.77294, -3.34700, 1.06143], [5.79789, -5.71976, 0.97995], [5.26425, -4.26627, 1.85626], [5.16802, -4.31966, 0.07771], [1.47259, -6.47790, 1.20528], [-0.61448, -5.19393, 1.25926], [-2.53415, -3.80914, 0.77199], [-2.91249, -2.42974, 1.80866], [-2.03169, -3.83701, 2.46426], [3.70483, -2.80295, 1.01673], [2.41507, -1.16378, -2.19319], [1.15467, -0.90912, -1.61498], [2.49828, -2.21934, -2.46581], [3.22071, -0.91962, -1.49441], [2.54190, -0.56233, -3.09715]],
  "mulliken_charge": [0.63, -0.49, -0.38, 0.50, -0.72, -0.02, -0.91, 0.34, -0.70, -0.19, 0.24, 0.24, 0.18, 0.44, 0.20, 0.51, -1.11, 0.43, -1.28, -1.65, 1.15, -0.81, -0.74, -0.72, -0.64, 0.90, -1.89, 0.60, -1.24, -1.46, 0.43, 0.56, 0.02, 0.39, 0.36, 0.35, 0.43, 0.80, 0.44, 0.40, 0.41, 0.45, 0.70, 0.55, 0.41, 0.21, 0.47, 0.47, 0.38, 0.33, -0.81, -0.46, 1.14, -0.94, -1.13, 0.12, 1.34, -2.08, 0.47, 0.04, -0.64, -0.42, 0.24, 0.33, 0.34, 0.45, 0.44, 0.36, 0.29, 0.54, 0.44, -1.15, 0.31, 0.28, 0.26, 0.32]
}



{
  "formula": "C32H24BrClGeNO2Re",
  "method": "wB97M-V/def2-TZVPD",
  "max_force_ev_per_a": 0.19,
  "total_charge": 2,
  "de_lowest_kcal_mol": 0.00,
  "species": ["Re", "Br", "C", "C", "C", "C", "C", "N", "C", "O", "O", "H", "H", "H", "Cl", "C", "C", "C", "C", "C", "C", "C", "H", "H", "H", "H", "H", "H", "C", "Ge", "C", "C", "C", "C", "C", "C", "C", "C", "C", "C", "C", "C", "C", "C", "C", "C", "C", "C", "H", "H", "H", "H", "H", "H", "H", "H", "H", "H", "H", "H", "H", "H", "H"],
  "positions_angstrom": [[2.21425, 0.43674, -0.40161], [1.30236, -0.83255, 2.99956], [1.74688, 0.96707, 2.72060], [1.73866, 1.78720, 3.84257], [1.96725, 3.14036, 3.70434], [2.14017, 3.66194, 2.42901], [2.13912, 2.79513, 1.36800], [2.00671, 1.44668, 1.49288], [2.20861, 3.30716, -0.03826], [2.25362, 4.44637, -0.34954], [2.18336, 2.26917, -0.91547], [1.53845, 1.34593, 4.80778], [1.97572, 3.78336, 4.57419], [2.26125, 4.71878, 2.23313], [1.16515, -2.52807, -4.50165], [1.99747, -2.15850, -3.06884], [2.82223, -1.02599, -3.02676], [3.54187, -0.76116, -1.86614], [3.32804, -1.52139, -0.67289], [3.63969, -0.84302, 0.57052], [2.45525, -2.63790, -0.76179], [1.85775, -2.98554, -1.95283], [2.95854, -0.41815, -3.91134], [4.32359, -0.00022, -1.88584], [4.55742, -0.25246, 0.57999], [3.44631, -1.37354, 1.48921], [2.26032, -3.22205, 0.12966], [1.21870, -3.85646, -2.01212], [0.66557, -0.24720, -0.20540], [-1.39436, -0.34933, -0.14257], [-1.70881, 0.52009, -1.83695], [-1.12750, -0.00293, -2.99391], [-1.32504, 0.60993, -4.22073], [-2.11024, 1.75381, -4.30117], [-2.70108, 2.27496, -3.15951], [-2.50196, 1.66145, -1.92916], [-1.69997, 0.76788, 1.39915], [-1.31137, 2.10940, 1.34239], [-1.50664, 2.94327, 2.43343], [-2.08566, 2.43985, 3.59256], [-2.47518, 1.10880, 3.65707], [-2.28544, 0.27452, 2.56338], [-1.80307, -2.22281, -0.06905], [-2.46223, -2.80419, -1.15243], [-2.76422, -4.15951, -1.13950], [-2.40764, -4.93960, -0.04894], [-1.74998, -4.36854, 1.03444], [-1.44895, -3.01561, 1.02510], [-0.53941, -0.91497, -2.94261], [-0.88202, 0.19353, -5.11635], [-2.26878, 2.23304, -5.25787], [-3.32224, 3.15801, -3.22612], [-2.97624, 2.07531, -1.04671], [-0.88785, 2.51676, 0.42824], [-1.23585, 3.98993, 2.37046], [-2.25549, 3.09239, 4.43916], [-2.94343, 0.72419, 4.55338], [-2.60950, -0.75869, 2.62031], [-2.75167, -2.20180, -2.00619], [-3.28509, -4.60331, -1.97735], [-2.65160, -5.99349, -0.03631], [-1.48646, -4.97630, 1.89007], [-0.94934, -2.57778, 1.88332]],
  "mulliken_charge": [1.06, 0.07, 0.23, -0.65, -0.50, -0.65, 0.49, -0.16, 0.47, -0.51, -0.64, 0.51, 0.49, 0.57, -0.07, 0.22, -0.58, -0.64, 0.40, -1.18, -0.27, -0.43, 0.53, 0.64, 0.46, 0.50, 0.40, 0.48, -0.09, 1.05, 0.23, 0.12, -0.72, -0.59, -0.70, -0.33, 0.21, -0.26, -0.92, -0.70, -0.68, -0.35, 0.30, -0.38, -0.76, -0.55, -0.83, 0.10, 0.25, 0.45, 0.43, 0.43, 0.45, 0.64, 0.54, 0.47, 0.47, 0.42, 0.43, 0.46, 0.44, 0.46, 0.23]
}



| no. | LUMO energy (eV) |
| --- | --- |
| 1 | 1.004 |
| 2 | -0.559 |
| 3 | -0.395 |
| 4 | -8.620 |